# 1
Molecular formula: C5H8N2
Method: DFT, ωB97M-V/def2-TZVPD

Each line ends with the Mulliken charge.
Cartesian coordinates (Å):
C 2.507 0.343 -0.072  -1.039
C 1.123 -0.217 -0.105  0.612
C 0.042 0.245 -0.792  -0.518
N -1.066 -0.412 -0.271  0.064
C -2.292 0.329 -0.013  -0.890
C -0.562 -1.252 0.688  -0.095
N 0.733 -1.189 0.806  -0.626
H 2.628 0.837 0.901  0.237
H 3.277 -0.429 -0.158  0.285
H 2.657 1.096 -0.853  0.302
H -0.044 0.974 -1.594  0.349
H -2.749 0.682 -0.942  0.278
H -2.991 -0.316 0.528  0.324
H -2.035 1.194 0.612  0.329
H -1.226 -1.886 1.266  0.390

- structure (SMILES) = Cc1cn(C)cn1
- HOMO-LUMO gap (eV) = 9.5
- LUMO (eV) = 0.92
- electronic energy (eV) = -8294.6171
- multiplicity = 1
- highest occupied orbital energy (Ha) = -0.31620
- max |F| (hartree/bohr) = 0.0077
- energy above the lowest of the compared OMol25 structures with the same formula, charge and spin (eV) = 0.379

---

# 2
Molecular formula: C29H25BrO3
Method: DFT, ωB97M-V/def2-TZVPD

Each line ends with the Mulliken charge.
Cartesian coordinates (Å):
C 4.356 -0.093 2.369  -1.276
C 4.014 -1.081 1.269  -0.083
O 3.752 -0.449 0.037  -0.359
C 3.543 -1.396 -0.938  0.621
C 3.093 -0.913 -2.210  -1.113
C 2.719 -1.731 -3.287  1.076
C 2.931 -3.127 -3.276  -0.509
C 2.552 -3.910 -4.339  -0.515
C 1.932 -3.340 -5.435  0.060
Br 1.417 -4.430 -6.885  -0.205
C 1.697 -1.978 -5.470  -0.475
C 2.085 -1.177 -4.422  -0.634
O 3.702 -2.596 -0.733  -0.712
H 4.298 -0.540 3.363  0.365
H 5.361 0.310 2.243  0.350
H 3.674 0.756 2.345  0.288
H 4.824 -1.805 1.105  0.322
H 3.114 -1.662 1.515  0.249
H 2.996 0.151 -2.316  0.370
H 3.406 -3.571 -2.420  0.542
H 2.715 -4.974 -4.322  0.433
H 1.190 -1.554 -6.321  0.411
H 1.883 -0.120 -4.440  0.376
C -0.740 5.500 4.649  -0.362
C -2.017 5.075 4.338  -0.628
C -2.317 3.734 4.342  -0.222
C -1.342 2.787 4.662  0.277
O -1.639 1.395 4.613  -0.471
C -1.682 0.772 3.341  0.121
C -0.508 0.269 2.758  -0.297
C -0.517 -0.247 1.497  -0.866
C -1.704 -0.298 0.722  0.824
C -1.621 -0.821 -0.586  -0.864
C -2.563 -0.851 -1.654  0.928
C -2.268 -1.641 -2.787  -0.594
C -3.132 -1.725 -3.851  -0.697
C -4.324 -1.024 -3.830  -0.337
C -4.628 -0.212 -2.750  -0.794
C -3.763 -0.111 -1.686  -0.240
C -2.895 0.151 1.348  -0.527
C -2.877 0.676 2.607  -0.521
C -0.059 3.235 4.986  -0.203
C 0.235 4.578 4.974  -0.522
H -0.503 6.550 4.627  0.386
H -2.778 5.793 4.082  0.367
H -3.304 3.390 4.088  0.330
H 0.403 0.326 3.325  0.478
H 0.400 -0.611 1.068  0.462
H -0.671 -1.271 -0.825  0.405
H -1.344 -2.193 -2.807  0.474
H -2.878 -2.335 -4.703  0.436
H -5.000 -1.086 -4.665  0.390
H -5.546 0.353 -2.749  0.397
H -3.984 0.589 -0.903  0.474
H -3.839 0.020 0.854  0.495
H -3.781 1.046 3.056  0.503
H 0.698 2.508 5.221  0.445
H 1.233 4.911 5.206  0.370

- HOMO-LUMO gap (eV) = 2.4
- LUMO (eV) = -3.15
- electronic energy (eV) = -106659.7138
- multiplicity = 1
- highest occupied orbital energy (Ha) = -0.20311
- max |F| (hartree/bohr) = 0.0276
- energy above the lowest of the compared OMol25 structures with the same formula, charge and spin (eV) = 0.155

---

# 3
Molecular formula: C3H8N2O2
Method: DFT, ωB97M-V/def2-TZVPD

Each line ends with the Mulliken charge.
Cartesian coordinates (Å):
N 0.247 -1.548 -1.225  -0.446
C 1.651 -1.361 -1.224  0.607
O 2.340 -1.908 -2.033  -0.534
O 1.980 -0.594 -0.134  -0.467
H -0.141 -1.924 -2.119  0.261
H -0.223 -0.749 -0.883  0.308
H 1.332 -0.682 0.571  0.363
C -0.663 0.327 1.984  -0.414
N -0.601 0.466 0.726  -0.291
C -1.034 1.664 0.061  -1.059
H -0.365 -0.526 2.439  0.349
H -1.094 1.056 2.564  0.282
H -1.691 1.365 -0.943  0.197
H -1.584 2.398 0.506  0.436
H -0.155 2.016 -0.291  0.408

- structure (SMILES) = NC(=O)O.C=NC
- HOMO-LUMO gap (eV) = 10.7
- LUMO (eV) = 0.66
- electronic energy (eV) = -10314.7006
- multiplicity = 1
- highest occupied orbital energy (Ha) = -0.36783
- max |F| (hartree/bohr) = 0.1069
- energy above the lowest of the compared OMol25 structures with the same formula, charge and spin (eV) = 2.252

---

# 4
Molecular formula: C22H34N3OPtTe
Method: DFT, ωB97M-V/def2-TZVPD

Each line ends with the Mulliken spin population.
Cartesian coordinates (Å):
Pt -0.305 0.528 -0.212  0.546
C -0.437 -2.999 3.159  -0.001
C -1.111 -2.202 2.069  0.008
O -0.743 -2.242 0.908  0.006
N -2.161 -1.420 2.472  -0.002
C -2.893 -0.585 1.553  0.016
C -2.653 0.870 1.800  0.015
C -3.566 1.643 2.499  -0.006
C -3.302 2.985 2.723  0.004
C -2.111 3.513 2.246  -0.003
C -1.251 2.676 1.560  0.035
N -1.524 1.384 1.330  -0.002
H -0.150 -3.965 2.752  0.000
H -1.065 -3.141 4.038  0.001
H 0.473 -2.478 3.461  0.002
H -2.441 -1.442 3.437  0.000
H -3.961 -0.777 1.648  0.000
H -2.579 -0.864 0.549  0.005
H -4.480 1.189 2.861  0.000
H -4.011 3.602 3.260  0.000
H -1.849 4.552 2.393  0.000
H -0.306 3.036 1.173  0.001
C 2.987 1.464 1.531  -0.006
Te 1.681 -0.204 1.465  0.197
C 2.889 -1.284 0.099  -0.005
H 3.913 1.164 2.016  0.013
H 2.508 2.250 2.113  -0.002
H 3.183 1.808 0.519  0.001
H 3.145 -0.620 -0.725  0.000
H 2.297 -2.121 -0.263  -0.002
H 3.782 -1.644 0.605  0.010
C 2.105 2.225 -6.321  0.000
C 1.910 2.213 -4.823  -0.055
C 2.396 3.253 -4.031  0.233
C 2.232 3.249 -2.645  -0.098
C 2.764 4.381 -1.800  0.004
C 1.572 2.186 -2.064  0.070
C 1.012 1.119 -2.825  0.118
C 1.231 1.166 -4.229  0.128
N 0.319 0.154 -2.148  0.687
C -0.330 -1.073 -2.723  -0.107
C -0.152 -1.379 -4.209  0.001
C -1.837 -0.945 -2.465  0.078
C 0.226 -2.269 -1.940  0.058
H 2.719 3.067 -6.634  -0.002
H 1.147 2.298 -6.838  -0.004
H 2.591 1.308 -6.658  -0.003
H 2.924 4.076 -4.502  0.007
H 3.432 5.022 -2.374  -0.001
H 3.316 4.010 -0.937  -0.002
H 1.949 5.004 -1.427  -0.003
H 1.467 2.148 -0.987  0.049
H 0.872 0.394 -4.878  0.020
H -0.615 -0.633 -4.852  0.000
H -0.661 -2.324 -4.397  0.000
H 0.894 -1.517 -4.485  -0.001
H -2.254 -0.091 -3.001  0.001
H -2.047 -0.834 -1.398  -0.016
H -2.338 -1.853 -2.802  0.004
H 1.295 -2.385 -2.135  -0.003
H -0.283 -3.178 -2.264  -0.001
H 0.061 -2.148 -0.870  0.004

- HOMO-LUMO gap (alpha / beta) (eV) = 7.2 / 6.6
- LUMO (alpha / beta) (eV) = -2.41 / -4.20
- electronic energy (eV) = -40417.5594
- multiplicity = 3
- highest occupied orbital energy (alpha / beta) (Ha) = -0.35339 / -0.39799
- max |F| (hartree/bohr) = 0.0198
- charge = +1
- energy above the lowest of the compared OMol25 structures with the same formula, charge and spin (eV) = 0.000

---

# 5
Molecular formula: C8H9IrNS2
Method: DFT, ωB97M-V/def2-TZVPD

Each line ends with the Mulliken spin population.
Cartesian coordinates (Å):
Ir 1.482 -1.837 -0.424  1.728
C 1.669 -3.817 -0.635  0.225
H 1.570 -4.243 -1.631  0.012
H 2.603 -3.175 -0.598  0.034
H 1.761 -4.554 0.162  0.013
H 0.651 -3.184 -0.368  0.071
H 1.335 -2.154 1.133  0.182
S 3.017 -0.286 -1.102  0.808
C 1.723 0.687 -0.619  0.287
N 0.634 0.046 -0.190  0.414
C -0.470 0.878 0.123  0.012
C -1.722 0.538 0.656  0.256
C -2.649 1.556 0.892  0.134
C -2.348 2.896 0.610  0.081
C -1.089 3.245 0.089  0.204
C -0.166 2.240 -0.144  0.112
S 1.472 2.411 -0.777  0.425
H -1.940 -0.506 0.875  -0.002
H -3.632 1.317 1.301  0.002
H -3.085 3.676 0.790  0.007
H -0.817 4.267 -0.143  -0.005

- HOMO-LUMO gap (alpha / beta) (eV) = 5.4 / 5.7
- LUMO (alpha / beta) (eV) = -8.31 / -11.88
- electronic energy (eV) = -34415.6698
- multiplicity = 6
- highest occupied orbital energy (alpha / beta) (Ha) = -0.50273 / -0.64758
- max |F| (hartree/bohr) = 0.1060
- charge = +2
- energy above the lowest of the compared OMol25 structures with the same formula, charge and spin (eV) = 0.494

---

# 6
Molecular formula: C11H7F5N9O2Ru
Method: DFT, ωB97M-V/def2-TZVPD

Each line ends with the Mulliken spin population.
Cartesian coordinates (Å):
Ru 0.489 -0.589 -0.580  4.041
N -0.894 -2.828 2.096  0.011
C -0.214 -1.722 2.547  0.015
N -0.114 -1.412 3.831  0.003
N 0.623 -0.284 3.847  0.019
N 0.948 0.054 2.645  0.001
N 0.438 -0.843 1.781  0.071
C -1.194 -3.108 0.788  0.015
N -2.021 -4.084 0.442  0.002
N -2.049 -4.045 -0.905  0.020
N -1.290 -3.105 -1.347  -0.011
N -0.715 -2.480 -0.298  0.108
H -1.396 -3.351 2.789  -0.001
C -2.563 3.404 -0.303  0.006
C -1.220 3.535 0.033  0.027
C -0.389 2.422 0.042  0.003
C -0.877 1.157 -0.282  0.370
C -2.228 1.039 -0.605  -0.128
C -3.067 2.150 -0.617  0.004
H -3.212 4.273 -0.318  0.001
H -0.819 4.512 0.283  -0.002
H 0.654 2.543 0.314  0.003
H -2.644 0.066 -0.852  -0.003
H -4.115 2.033 -0.873  -0.001
O 1.026 0.914 -2.539  0.091
C 0.870 -0.074 -3.283  -0.016
O 0.570 -1.233 -2.916  0.090
H 1.007 0.087 -4.378  0.002
F 3.252 -1.464 0.623  0.012
C 2.796 -0.590 -0.344  0.265
F 3.335 -1.068 -1.532  0.012
C 3.557 0.706 -0.083  -0.041
F 3.130 1.316 1.027  0.004
F 4.901 0.505 0.074  0.006
F 3.425 1.565 -1.106  0.000

- HOMO-LUMO gap (alpha / beta) (eV) = 7.1 / 7.3
- LUMO (alpha / beta) (eV) = 5.26 / 4.92
- electronic energy (eV) = -45193.8038
- multiplicity = 6
- highest occupied orbital energy (alpha / beta) (Ha) = -0.06708 / -0.08624
- max |F| (hartree/bohr) = 0.0122
- charge = -2
- energy above the lowest of the compared OMol25 structures with the same formula, charge and spin (eV) = 0.124